Entry 1:
Here is a molecular structure, C23H21N3O4PdS at a distorted geometry from OMol25. Energies are from the ωB97M-V functional and the def2-TZVPD basis.

```
53
Properties=species:S:1:pos:R:3
Pd 0.2604 -1.2784 -0.5771
S -3.7491 -2.9076 -1.3656
O -1.0590 1.0668 -0.6228
O 2.1693 -0.6205 -1.1271
O 0.6624 -0.2115 1.3088
O 3.6217 2.9424 3.2302
N 3.6783 0.8228 -1.9416
N -1.6132 -1.9819 -0.3048
N 1.4224 1.3784 -1.9109
C 1.2879 -2.9746 -2.8351
C -0.1545 -4.5229 -4.0231
C -1.2290 -4.1390 -3.2388
C -3.6308 -0.3868 2.3347
C 1.0930 -3.9456 -3.8104
C 0.1652 2.1403 1.0759
C 0.9747 1.0226 1.4751
C 0.2239 -2.5645 -2.0408
C -1.0328 -3.1726 -2.2598
C -2.4912 -0.7454 1.6459
C 2.3912 0.4882 -1.6430
C -4.9014 -0.7852 1.8949
C -2.0392 -2.7071 -1.3063
C 0.5242 3.4365 1.5040
C 2.1708 1.3222 2.1929
C -2.6440 -1.5092 0.4896
C -3.9064 -1.9226 0.0633
C -0.9709 1.9914 0.1948
C 4.5534 1.9121 3.4998
C -2.0894 3.0120 0.2203
C -5.0541 -1.5617 0.7634
C 2.5021 2.6099 2.5369
C 1.6661 3.6969 2.2071
H 0.5133 1.2209 -1.4719
H -3.5435 0.2086 3.2343
H 1.9424 4.6952 2.5156
H 2.7771 0.4750 2.4786
H -2.9597 2.5745 -0.2630
H 4.8439 1.3921 2.5839
H -2.2030 -4.5941 -3.3797
H -2.3346 3.3247 1.2344
H 2.2703 -2.5457 -2.6873
H -1.7980 3.9031 -0.3409
H 1.9329 -4.2652 -4.4161
H -5.7773 -0.4883 2.4567
H -0.2812 -5.2772 -4.7881
H 1.6868 2.3353 -2.0720
H -1.4947 -0.4562 1.9601
H -6.0343 -1.8814 0.4353
H 3.8639 1.5533 -2.6055
H 5.4224 2.3960 3.9374
H -0.1194 4.2676 1.2418
H 4.1485 1.1864 4.2099
H 4.3422 0.0701 -1.8937
```

Computed properties:
2S+1 ... 1
E_HOMO ... -7.29 eV
LUMO level ... 0.0537 eV
Molar mass ... 541.9 g mol⁻¹
Energy relative to the best compared isomer or geometry (same formula, charge and spin) ... 0.0 kcal per mole
Frontier orbital gap ... 7.35 eV

These are the Mulliken partial charges, in e, on atoms 1 to 6: 0.051 -0.335 -0.713 -0.663 -0.911 -0.451



Entry 2:
Here is a molecular structure, C23H21N5S2V at a distorted geometry from OMol25. Energies are from the ωB97M-V functional and the def2-TZVPD basis.

```
52
Properties=species:S:1:pos:R:3
V -0.4365 0.2294 0.1391
S 0.0829 2.1780 1.3816
S -3.2329 -3.1249 0.6367
N 1.1368 0.9785 -0.6855
N 0.9585 2.2587 -1.1921
N 1.0396 -0.8718 1.0798
N -1.3272 -1.6037 -0.1511
N 0.1946 4.2430 -0.3184
C -3.1951 -0.3140 0.6100
C 3.1791 -2.4868 1.7239
C -2.9597 2.0701 0.5115
C -5.1155 1.0673 0.9436
C -4.3255 2.1894 0.7330
C 1.9108 5.6181 -1.4591
C 0.9316 -1.7667 2.0593
C 2.2081 -0.7673 0.3931
C -4.5500 -0.1977 0.8841
C -2.3691 0.8139 0.4360
C -2.5503 -1.5984 0.3707
C 0.5671 -4.6301 -1.1644
C 3.5304 0.8539 -1.1666
C -1.5576 -5.2379 -0.1772
C 0.5184 5.0208 -1.5267
C -0.8853 -2.9113 -0.3983
C 0.4462 2.9546 -0.1772
C 3.2914 -1.5625 0.6845
C -1.8078 -3.8786 -0.0089
C -0.3561 -5.5994 -0.7520
C 2.2602 0.3661 -0.5800
C 0.3154 -3.2829 -0.9971
C 1.9926 -2.5832 2.4231
H 0.4040 4.3518 -2.3767
H 1.0184 -2.5445 -1.3608
H 3.3343 1.6100 -1.9211
H 2.0040 6.3123 -0.6240
H 4.1411 1.2906 -0.3705
H -0.2462 5.7919 -1.6088
H -0.1333 -6.6464 -0.9026
H 4.0203 -3.1168 1.9802
H -0.0996 4.7429 0.5077
H 1.8718 -3.2790 3.2410
H 2.1228 6.1681 -2.3751
H 4.2133 -1.4655 0.1298
H -2.2815 -5.9834 0.1216
H -0.0256 -1.8209 2.5635
H 1.4856 -4.9453 -1.6405
H -2.3611 2.9642 0.4056
H -5.1738 -1.0719 1.0259
H -4.7765 3.1724 0.7615
H 4.0926 0.0280 -1.6022
H -6.1723 1.1774 1.1430
H 2.6665 4.8396 -1.3523
```

Computed properties:
2S+1 ... 2
E_HOMO (spin up / spin down) ... -14.49 / -14.51 eV
LUMO level (spin up / spin down) ... -8.5325 / -7.9872 eV
Molar mass ... 482.5 g mol⁻¹
Total charge ... +2
Energy relative to the best compared isomer or geometry (same formula, charge and spin) ... 36.6 kcal per mole
Frontier orbital gap (spin up / spin down) ... 5.96 / 6.52 eV

These are the Mulliken partial charges, in e, on atoms 1 to 6: -0.596 -0.211 -0.254 0.765 -1.095 0.267



Entry 3:
Here is a molecular structure, C23H22CeCl2N9O4 at a distorted geometry from OMol25. Energies are from the ωB97M-V functional and the def2-TZVPD basis.

```
61
Properties=species:S:1:pos:R:3
Ce -0.0720 0.3478 -0.4114
Cl -4.1359 6.1167 0.1648
Cl -2.8767 2.6888 -3.7520
O 0.2381 -5.3125 -4.8426
O 2.0110 0.9175 -0.0048
O -1.5557 1.1297 -1.6416
O 3.4042 -0.7673 -0.0658
N 1.3606 -0.9446 0.9058
N 2.5349 -2.9755 1.3330
N 0.4650 -3.0586 -5.1162
N -1.3520 1.8602 1.0112
N 0.9430 -0.6545 -2.4098
N -0.8983 -2.0040 1.3214
N 0.2520 -2.7943 1.5024
N 2.1122 -4.3172 -4.0146
N 2.3590 -0.2864 0.2625
C -3.3607 4.6643 -0.3486
C 3.1716 -3.3570 -4.1513
C 6.4142 -0.5088 -4.4523
C 3.4951 -2.7893 -5.3737
C 1.4430 -2.2646 1.2358
C -2.6762 3.8525 0.5881
C -2.6045 4.1431 1.9664
C 0.6456 -0.6352 -5.1424
C 0.9867 0.4959 -3.0849
C 0.6383 -1.8438 -4.4590
C 4.5216 -1.8572 -5.4558
C -2.0493 2.6762 0.1354
C -3.4119 4.3040 -1.6510
C 0.8371 0.5445 -4.4481
C -2.1237 2.2926 -1.2315
C -1.9381 3.3081 2.8171
C -1.3130 2.1835 2.2899
C 4.9443 -2.0885 -3.1269
C 0.7831 -1.7923 -3.0815
C -2.7868 3.1164 -2.0853
C 5.2668 -1.4901 -4.3364
C 0.8972 -4.3184 -4.6559
C 3.9005 -3.0063 -3.0299
H 0.8846 1.4947 -4.9666
H 2.9598 -3.0900 -6.2685
H -1.8786 3.5117 3.8794
H 2.5146 -3.9428 1.6275
H 6.1332 0.3632 -5.0448
H 7.2697 -0.9723 -4.9489
H -3.9410 4.9193 -2.3667
H 0.1859 -3.6501 2.0286
H -3.0879 5.0354 2.3420
H -1.6286 -2.5980 0.9571
H 0.7691 -2.7084 -2.5083
H 0.5161 -0.6238 -6.2210
H 6.7488 -0.1639 -3.4728
H 4.7694 -1.4261 -6.4228
H 5.5207 -1.8371 -2.2406
H 1.1702 1.4015 -2.5262
H -0.1041 -3.0905 -5.9452
H -0.7578 1.5261 2.9438
H 2.3548 -5.2238 -3.6518
H 3.4153 -2.5625 1.0780
H -1.2060 -1.6599 2.2195
H 3.6604 -3.4682 -2.0728
```

Computed properties:
2S+1 ... 2
E_HOMO (spin up / spin down) ... -13.21 / -13.21 eV
LUMO level (spin up / spin down) ... -7.2959 / -7.2990 eV
Molar mass ... 699.5 g mol⁻¹
Total charge ... +2
Energy relative to the best compared isomer or geometry (same formula, charge and spin) ... 11.8 kcal per mole
Frontier orbital gap (spin up / spin down) ... 5.92 / 5.92 eV

These are the Mulliken partial charges, in e, on atoms 1 to 6: 1.014 -0.206 -0.165 -0.613 -0.651 -0.691



Look up the energy relative to the best compared isomer or geometry (same formula, charge and spin) of the second one.
36.6 kcal per mole



What did the third record say?
Here is a molecular structure, C23H22CeCl2N9O4 at a distorted geometry from OMol25. Energies are from the ωB97M-V functional and the def2-TZVPD basis.

```
61
Properties=species:S:1:pos:R:3
Ce -0.0720 0.3478 -0.4114
Cl -4.1359 6.1167 0.1648
Cl -2.8767 2.6888 -3.7520
O 0.2381 -5.3125 -4.8426
O 2.0110 0.9175 -0.0048
O -1.5557 1.1297 -1.6416
O 3.4042 -0.7673 -0.0658
N 1.3606 -0.9446 0.9058
N 2.5349 -2.9755 1.3330
N 0.4650 -3.0586 -5.1162
N -1.3520 1.8602 1.0112
N 0.9430 -0.6545 -2.4098
N -0.8983 -2.0040 1.3214
N 0.2520 -2.7943 1.5024
N 2.1122 -4.3172 -4.0146
N 2.3590 -0.2864 0.2625
C -3.3607 4.6643 -0.3486
C 3.1716 -3.3570 -4.1513
C 6.4142 -0.5088 -4.4523
C 3.4951 -2.7893 -5.3737
C 1.4430 -2.2646 1.2358
C -2.6762 3.8525 0.5881
C -2.6045 4.1431 1.9664
C 0.6456 -0.6352 -5.1424
C 0.9867 0.4959 -3.0849
C 0.6383 -1.8438 -4.4590
C 4.5216 -1.8572 -5.4558
C -2.0493 2.6762 0.1354
C -3.4119 4.3040 -1.6510
C 0.8371 0.5445 -4.4481
C -2.1237 2.2926 -1.2315
C -1.9381 3.3081 2.8171
C -1.3130 2.1835 2.2899
C 4.9443 -2.0885 -3.1269
C 0.7831 -1.7923 -3.0815
C -2.7868 3.1164 -2.0853
C 5.2668 -1.4901 -4.3364
C 0.8972 -4.3184 -4.6559
C 3.9005 -3.0063 -3.0299
H 0.8846 1.4947 -4.9666
H 2.9598 -3.0900 -6.2685
H -1.8786 3.5117 3.8794
H 2.5146 -3.9428 1.6275
H 6.1332 0.3632 -5.0448
H 7.2697 -0.9723 -4.9489
H -3.9410 4.9193 -2.3667
H 0.1859 -3.6501 2.0286
H -3.0879 5.0354 2.3420
H -1.6286 -2.5980 0.9571
H 0.7691 -2.7084 -2.5083
H 0.5161 -0.6238 -6.2210
H 6.7488 -0.1639 -3.4728
H 4.7694 -1.4261 -6.4228
H 5.5207 -1.8371 -2.2406
H 1.1702 1.4015 -2.5262
H -0.1041 -3.0905 -5.9452
H -0.7578 1.5261 2.9438
H 2.3548 -5.2238 -3.6518
H 3.4153 -2.5625 1.0780
H -1.2060 -1.6599 2.2195
H 3.6604 -3.4682 -2.0728
```

Computed properties:
2S+1 ... 2
E_HOMO (spin up / spin down) ... -13.21 / -13.21 eV
LUMO level (spin up / spin down) ... -7.2959 / -7.2990 eV
Molar mass ... 699.5 g mol⁻¹
Total charge ... +2
Energy relative to the best compared isomer or geometry (same formula, charge and spin) ... 11.8 kcal per mole
Frontier orbital gap (spin up / spin down) ... 5.92 / 5.92 eV

These are the Mulliken partial charges, in e, on atoms 1 to 6: 1.014 -0.206 -0.165 -0.613 -0.651 -0.691



Among the records above, which one has the lowest molar mass?
C23H21N5S2V